No. 1
Density functional theory data (the ωB97M-V functional and the def2-TZVPD basis) for a molecular structure, C42H47N2O2PPtS.

The geometry in XYZ format:
```
96
Properties=species:S:1:pos:R:3:forces:R:3:mulliken_charge:R:1
Pt 0.0618 1.1533 0.2782 0.0 0.7 -0.6 2.348
N 3.5269 2.3870 -3.6924 -0.1 0.0 -0.1 -0.280
C 4.2054 3.1255 -2.7773 0.0 0.0 0.0 0.230
O 5.1318 3.8550 -3.0689 0.0 0.0 0.0 -0.641
C 3.7388 2.9872 -1.3604 0.0 0.0 0.1 0.195
C 4.6479 3.1925 -0.3272 -0.1 0.0 0.0 -0.431
C 4.2218 3.0248 0.9772 0.0 0.0 0.0 -0.950
C 2.9018 2.6649 1.2126 0.0 0.1 0.0 -0.559
N 2.0185 2.5020 0.2263 -0.1 -0.3 0.1 -0.200
C 2.4334 2.6645 -1.0316 0.0 -0.1 -0.1 -0.157
H 3.8607 2.4134 -4.6410 0.0 0.0 0.0 0.222
H 2.9257 1.6312 -3.4155 0.0 0.0 0.0 0.184
H 5.6644 3.4731 -0.5681 0.0 0.0 0.0 0.492
H 4.8984 3.1577 1.8096 0.0 0.0 0.0 0.469
H 2.5169 2.4959 2.2089 0.0 0.0 0.0 0.719
H 1.6755 2.5204 -1.7944 0.0 0.0 0.0 0.299
C 0.1107 -0.4195 4.8763 0.0 -0.1 0.0 -1.261
S 0.1962 0.0352 3.1352 0.0 0.0 0.2 1.091
O 1.0547 1.2668 3.1298 -0.1 0.0 0.0 -0.709
C 1.2168 -1.3295 2.6057 0.0 0.0 0.0 0.288
C 0.6312 -2.5743 2.4363 0.0 0.0 0.0 -0.632
C 1.4085 -3.6290 1.9919 0.0 0.0 0.1 -0.693
C 2.7456 -3.4211 1.6799 0.0 0.0 0.0 -0.514
C 3.3112 -2.1644 1.8266 0.0 0.0 0.0 -0.715
C 2.5474 -1.1060 2.3006 -0.1 0.0 0.0 -0.392
H 1.1177 -0.5190 5.2744 0.1 0.0 0.0 0.405
H -0.4414 -1.3508 4.9796 0.0 -0.1 0.0 0.405
H -0.4242 0.3858 5.3724 0.0 0.1 0.0 0.370
H -0.4271 -2.7162 2.6189 0.0 0.0 0.0 0.405
H 0.9623 -4.6041 1.8508 0.0 0.0 0.0 0.524
H 3.3426 -4.2411 1.3029 0.0 0.0 0.0 0.410
H 4.3492 -2.0033 1.5656 0.0 0.0 0.0 0.410
H 2.9577 -0.1120 2.4153 0.0 0.0 0.0 0.454
C 0.2288 -0.6630 -0.4696 0.2 -0.1 0.2 0.295
C 0.6053 -1.7740 -0.8383 -0.2 0.0 -0.1 -0.755
C 1.0233 -3.0189 -1.2863 0.0 -0.1 0.0 0.508
C 2.2501 -3.0935 -2.0713 0.1 0.1 0.0 0.519
C 2.4877 -4.1048 -3.0111 0.0 0.0 0.1 -0.328
C 3.6448 -4.1104 -3.7701 0.0 0.0 -0.1 -0.762
C 4.5975 -3.1146 -3.6124 0.1 0.0 0.0 -0.456
C 4.3749 -2.0998 -2.6893 0.0 0.0 0.0 -0.866
C 3.2170 -2.0842 -1.9356 0.0 0.0 0.0 -0.497
C 0.2560 -4.1963 -0.8898 -0.1 0.0 0.0 0.373
C 0.8589 -5.4446 -0.6732 -0.1 0.1 -0.1 -0.158
C 0.1281 -6.5093 -0.1738 0.0 0.0 0.0 -0.862
C -1.2210 -6.3640 0.1170 0.0 0.0 0.0 -0.495
C -1.8335 -5.1342 -0.0919 0.0 0.0 0.0 -0.691
C -1.1068 -4.0659 -0.5817 0.1 0.0 0.0 -0.338
H 1.7448 -4.8712 -3.1726 -0.1 -0.1 0.0 0.519
H 3.7984 -4.8944 -4.5006 0.0 0.0 0.0 0.391
H 5.5006 -3.1233 -4.2080 0.0 0.0 0.0 0.393
H 5.1119 -1.3179 -2.5543 0.0 0.0 0.0 0.450
H 3.0387 -1.2950 -1.2158 0.0 0.0 0.0 0.511
H 1.9167 -5.5641 -0.8527 0.1 0.0 -0.1 0.496
H 0.6218 -7.4564 0.0048 0.0 0.0 0.0 0.372
H -1.7880 -7.1984 0.5075 0.0 0.0 0.0 0.400
H -2.8849 -5.0067 0.1338 0.0 0.0 0.0 0.425
H -1.5739 -3.1005 -0.7183 0.0 0.0 0.0 0.490
C -1.7581 3.7241 -2.0541 0.0 0.0 -0.1 -1.966
C -2.1983 3.6291 -0.5933 -0.1 0.0 0.0 2.273
C -3.5958 4.2362 -0.4403 -0.1 0.0 -0.1 -1.732
C -1.2318 4.4615 0.2582 -0.1 0.1 0.0 -1.693
P -2.0773 1.8502 -0.0023 0.1 -0.1 0.3 -1.877
C -2.9297 1.9618 1.6209 -0.1 0.0 -0.1 1.289
C -4.2801 1.7039 1.8498 -0.1 -0.1 0.0 -0.156
C -4.8352 1.8577 3.1120 0.0 0.0 0.0 -0.876
C -4.0537 2.2997 4.1684 0.0 0.0 0.0 -0.846
C -2.7129 2.5768 3.9523 0.0 0.0 0.1 -0.884
C -2.1568 2.3983 2.6962 0.0 0.0 0.0 -0.987
C -3.1021 0.7487 -1.1076 0.0 0.1 0.0 2.327
C -4.4613 1.3123 -1.5309 -0.1 0.0 -0.1 -1.953
C -3.2853 -0.5747 -0.3510 0.0 -0.1 0.0 -1.770
C -2.3160 0.4542 -2.3975 0.0 0.0 0.1 -1.616
H -1.6932 4.7775 -2.3341 0.0 0.0 0.0 0.585
H -2.4643 3.2464 -2.7331 0.0 0.1 0.0 0.291
H -0.7753 3.2736 -2.2087 0.0 0.0 0.0 0.152
H -3.5398 5.3022 -0.6728 0.0 0.0 0.0 0.536
H -3.9693 4.1412 0.5795 0.0 0.0 0.0 0.320
H -4.3244 3.7911 -1.1183 0.1 0.1 0.1 0.279
H -1.1713 5.4646 -0.1698 0.0 0.0 0.0 0.591
H -0.2293 4.0374 0.2818 0.1 0.0 0.0 0.106
H -1.5845 4.5621 1.2850 0.0 0.0 0.0 0.306
H -4.9237 1.3709 1.0471 0.1 0.0 0.2 0.128
H -5.8833 1.6371 3.2624 0.0 0.0 0.0 0.470
H -4.4881 2.4302 5.1509 0.0 0.0 0.0 0.381
H -2.0902 2.9310 4.7640 0.0 0.0 0.0 0.547
H -1.1017 2.5950 2.5542 0.1 0.0 0.0 0.779
H -5.0884 1.6453 -0.7063 0.0 0.0 -0.1 0.251
H -5.0055 0.5277 -2.0625 0.0 0.0 0.0 0.578
H -4.3485 2.1470 -2.2225 0.0 -0.1 0.0 0.346
H -4.0626 -0.5211 0.4126 0.1 0.0 0.0 0.319
H -2.3530 -0.8919 0.1191 0.0 0.0 0.0 0.132
H -3.5757 -1.3414 -1.0720 0.0 -0.1 0.0 0.692
H -2.1418 1.3471 -2.9968 0.0 -0.1 0.0 0.269
H -2.9182 -0.2324 -2.9963 0.0 0.0 -0.1 0.610
H -1.3599 -0.0215 -2.1892 0.0 0.0 0.0 0.078
```
Positions in Å, forces in eV/Å.

As for the spin multiplicity: 3. As for the gap between HOMO and LUMO (alpha / beta): 0.2317 / 0.2641 hartree. As for the energy above the lowest of the compared OMol25 structures with the same formula, charge and spin: 10.1 kcal/mol. Its largest force on an atom is 0.90 eV Å⁻¹.



No. 2
Density functional theory data (the ωB97M-V functional and the def2-TZVPD basis) for a molecular structure, C42H48BCl2F6HfN3O5SbSe4 at a distorted geometry.

The geometry in XYZ format:
```
113
Properties=species:S:1:pos:R:3:forces:R:3:mulliken_charge:R:1
Hf -0.2721 -0.9754 0.3817 0.4 -1.9 2.4 -0.909
Se -1.6898 -2.1456 -2.0323 -0.8 0.0 -1.5 0.216
Se -2.5361 -3.4019 -3.6887 0.1 0.2 0.3 -0.378
Se -2.5994 -5.0155 0.0655 0.3 -0.5 0.1 -0.545
Se -2.5039 -2.7815 0.0605 -0.7 0.5 -0.3 0.120
C 3.4737 1.3211 0.4379 0.0 0.0 0.1 -0.958
C 3.1194 2.7428 0.8628 0.0 -0.1 -0.2 0.113
C 3.7036 3.7454 -0.1476 0.1 0.0 0.1 -1.725
C 1.6537 3.0652 1.1498 0.1 0.1 0.0 0.896
C 1.4434 3.7738 2.3270 -0.1 0.0 0.0 -0.347
C 0.1922 4.2272 2.6949 0.0 0.0 0.0 -1.338
C -0.8587 4.0601 1.8198 0.0 0.0 0.1 -0.500
C -0.6934 3.4059 0.5996 -0.1 -0.1 0.1 0.292
C -1.8762 3.5667 -0.3499 0.1 -0.1 -0.2 -0.081
C -2.1549 2.4685 -1.3650 0.6 0.9 0.1 -0.903
C -1.7154 4.9073 -1.0870 -0.1 0.0 0.0 -1.774
C 0.5492 2.8144 0.3123 -0.2 0.1 0.2 -0.773
N 0.6958 2.0504 -0.8968 0.3 0.1 -0.1 1.199
B 0.3921 0.6518 -1.2839 0.3 1.4 -0.7 3.891
N 0.7408 0.7136 -2.7330 0.2 0.0 -0.2 1.398
C 1.2047 1.9836 -3.0600 0.2 0.0 0.1 -1.655
C 1.1624 2.7753 -1.9837 0.0 0.0 0.0 -1.086
C 0.6605 -0.1910 -3.8546 0.0 -0.1 0.0 0.228
C 1.7136 -1.0928 -4.1373 0.0 -0.1 0.0 0.268
C 1.5348 -2.0435 -5.1404 -0.1 0.0 -0.1 -0.966
C 0.4006 -2.0696 -5.9222 0.1 0.0 0.0 -1.373
C -0.5245 -1.0609 -5.7648 0.0 -0.1 0.0 -0.811
C -0.4132 -0.0877 -4.7730 -0.1 0.0 -0.2 -0.168
C -1.4631 1.0287 -4.9001 -0.1 0.0 0.3 0.799
C -0.8938 2.4380 -5.0877 -0.1 0.0 -0.2 -1.664
C -2.5422 1.0238 -3.8170 0.2 -0.5 -0.2 -0.553
C 3.0981 -1.1438 -3.4938 -0.1 0.1 0.2 0.526
C 3.8644 0.1799 -3.4690 -0.1 -0.1 -0.1 -1.597
C 3.0567 -1.7878 -2.1193 0.0 -0.1 0.0 -0.897
H 4.5563 1.2473 0.2960 0.0 0.0 0.0 0.586
H 2.9895 1.0558 -0.4962 0.0 -0.1 -0.1 -0.154
H 3.1910 0.5889 1.1902 -0.1 -0.1 0.0 0.044
H 3.6340 2.9171 1.8112 0.0 0.0 0.0 0.611
H 3.4052 3.4898 -1.1637 0.0 0.0 0.0 0.321
H 4.7964 3.7239 -0.1049 0.0 0.0 0.0 0.458
H 3.3693 4.7619 0.0714 0.0 0.0 0.0 0.372
H 2.2807 3.9427 2.9920 0.0 -0.1 0.0 0.328
H 0.0440 4.7192 3.6489 0.0 0.0 0.0 0.380
H -1.8385 4.4551 2.0651 0.0 0.0 0.0 0.426
H -2.7621 3.6396 0.2860 0.0 0.0 0.0 0.593
H -1.4386 2.4917 -2.1829 0.2 0.4 0.3 -0.064
H -3.1554 2.6011 -1.7804 0.6 0.3 -0.1 0.828
H -2.1254 1.4912 -0.8942 0.1 0.3 -0.3 -0.366
H -0.8631 4.8615 -1.7685 0.0 0.0 0.0 0.209
H -1.5545 5.7321 -0.3899 0.0 0.0 0.0 0.427
H -2.6081 5.1210 -1.6816 0.0 0.0 0.0 0.469
H 1.5322 2.2215 -4.0576 0.0 0.0 0.0 0.578
H 1.4107 3.8208 -1.9072 0.0 0.0 0.0 0.752
H 2.3225 -2.7681 -5.3124 0.0 0.0 0.0 0.395
H 0.2569 -2.8371 -6.6726 0.0 0.0 0.0 0.335
H -1.3796 -1.0339 -6.4281 0.0 0.1 0.0 0.362
H -1.9719 0.8055 -5.8417 0.0 -0.1 0.0 0.643
H -0.5188 2.8560 -4.1607 -0.1 0.1 -0.1 0.240
H -1.6899 3.0925 -5.4523 0.0 0.0 0.0 0.453
H -0.0864 2.4440 -5.8252 0.0 0.0 0.0 0.356
H -2.1022 1.0897 -2.8254 -0.3 -0.5 -0.6 -0.409
H -3.1237 0.1076 -3.8724 -0.1 -0.2 0.0 0.359
H -3.2188 1.8716 -3.9489 0.0 0.0 0.0 0.455
H 3.6808 -1.8070 -4.1400 -0.1 0.0 0.0 0.645
H 3.4551 0.8772 -2.7463 -0.1 0.1 0.1 0.034
H 3.8487 0.6560 -4.4528 0.0 0.0 0.0 0.368
H 4.9058 -0.0112 -3.1967 0.0 0.0 0.0 0.486
H 2.4389 -1.1929 -1.4555 0.0 0.1 0.2 -0.449
H 4.0546 -1.8646 -1.6831 0.0 0.0 0.0 0.406
H 2.6278 -2.7891 -2.1927 0.0 0.0 0.1 0.345
O 1.6423 1.1490 3.6426 -0.3 -0.1 -0.3 -0.694
N 1.2777 0.1582 3.0254 0.6 -0.2 0.4 0.837
O 1.5139 -0.9788 3.3979 -0.3 0.4 -0.3 -0.518
O 0.6369 0.3703 1.8926 -0.2 -0.6 -0.6 -0.717
C 0.6293 -5.6475 5.8477 0.0 -0.1 0.0 -0.453
C 0.6544 -4.2635 5.9751 0.0 0.0 0.1 -1.021
C 0.2660 -3.4485 4.9261 0.1 0.0 -0.1 0.246
C -0.1683 -4.0033 3.7169 0.0 -0.1 0.1 -1.059
C -0.1621 -5.3979 3.5905 0.0 0.0 0.1 -0.395
C 0.2214 -6.2106 4.6470 0.1 0.0 0.0 -0.733
C -0.5359 -3.2084 2.5322 -0.2 0.2 -0.1 -0.454
C -1.0365 -1.9570 2.3973 0.2 0.3 0.5 0.838
C -1.6852 -1.2764 3.5465 -0.1 0.0 0.1 0.858
C -1.7190 0.1167 3.6964 0.0 -0.1 0.1 0.306
C -2.3830 0.7137 4.7573 0.0 0.0 0.0 -0.957
C -3.0687 -0.0562 5.6814 0.0 0.1 0.0 -0.619
C -3.1122 -1.4332 5.5107 0.0 -0.1 0.1 -0.913
C -2.4428 -2.0289 4.4593 0.0 0.1 -0.1 0.009
H 0.9300 -6.2827 6.6730 0.0 0.0 0.0 0.361
H 0.9923 -3.8158 6.9029 0.0 0.0 0.0 0.372
H 0.3180 -2.3739 5.0227 0.0 0.0 0.0 0.457
H -0.4882 -5.8418 2.6547 0.0 0.1 0.0 0.393
H 0.2101 -7.2886 4.5308 0.0 0.0 0.0 0.372
H -0.3737 -3.7956 1.6301 0.1 0.1 -0.1 0.664
H -1.2304 0.7601 2.9824 0.0 0.0 -0.1 0.034
H -2.3801 1.7942 4.8387 0.0 0.0 0.0 0.392
H -3.5944 0.4101 6.5070 0.0 0.0 0.0 0.349
H -3.6868 -2.0458 6.1971 0.0 0.0 0.0 0.387
H -2.5156 -3.0987 4.3189 0.0 0.0 0.0 0.527
F -2.4278 0.1475 0.5566 0.0 -0.6 0.0 -0.275
Sb -4.4149 0.5092 0.8539 -0.1 0.2 -0.1 2.095
F -6.1627 1.1250 1.2337 0.1 0.0 0.0 -0.558
F -5.1169 -0.8494 -0.2522 0.4 0.1 0.1 -0.560
F -4.4617 -0.7008 2.2851 0.2 0.2 -0.1 -0.547
F -4.3059 1.5627 -0.7185 -1.2 -0.6 0.9 -0.578
F -3.7201 1.9500 1.8710 -0.1 -0.3 -0.1 -0.590
Cl 3.9383 -4.0623 0.7268 0.2 0.0 0.0 -0.197
C 2.1854 -4.2835 0.6569 -0.1 0.1 -0.1 0.518
Cl 1.7473 -5.5187 -0.5263 0.0 0.0 0.1 -0.172
C 1.4890 -2.9467 0.3588 0.6 -0.4 -0.3 -0.616
O 1.8892 -1.9044 0.8935 -0.3 0.6 0.0 -0.190
O 0.4914 -2.9409 -0.4108 -0.1 0.4 0.1 0.010
H 1.8732 -4.6317 1.6391 -0.1 0.1 0.0 0.020
```
Positions in Å, forces in eV/Å.

As for the charge: -2. As for the spin multiplicity: 2. As for the gap between HOMO and LUMO (alpha / beta): 0.2193 / 0.1811 hartree. As for the energy above the lowest of the compared OMol25 structures with the same formula, charge and spin: 31.9 kcal/mol. Its largest force on an atom is 3.10 eV Å⁻¹.